[1]
ORCA calculation (ωB97M-V/def2-TZVPD) on C9H8N2OS in the gas phase in a non-equilibrium geometry.

Computed properties:
**HOMO-LUMO gap**: 0.338 Eh
**SMILES**: O=c1cc[nH]n1Sc1ccccc1
**Relative energy (zero: lowest compared OMol25 entry of this formula, charge and spin)**: 63.3 kcal/mol
**DFT total energy**: -930.62149 Eh
**Maximum force**: 3.690 eV/A
**Total charge**: 0

Last column: Mulliken charge in e.
Geometry (Å):
O -2.45632 0.10211 -2.22441  -0.654
C -2.70587 0.09066 -1.03321  0.742
C -3.65329 0.84286 -0.19830  -0.688
C -3.44399 0.40746 1.06681  -0.268
N -2.58513 -0.64898 1.13676  -0.309
N -1.99137 -0.76076 -0.14640  0.192
S -0.91994 -2.02410 -0.47624  -0.163
C 0.63631 -1.13249 -0.58049  0.374
C 1.80303 -1.53591 0.09719  -0.319
C 2.97416 -0.82013 0.04142  -0.368
C 2.96883 0.37978 -0.64653  -0.492
C 1.75052 0.87835 -1.13482  -0.660
C 0.64128 0.06824 -1.24066  -0.466
H -4.28921 1.55359 -0.69868  0.395
H -3.90690 0.67431 2.05718  0.379
H -2.67893 -1.53686 1.63204  0.262
H 1.87804 -2.43313 0.73624  0.283
H 3.74917 -1.22104 0.58816  0.432
H 3.91627 0.90457 -0.49066  0.311
H 1.74846 1.85718 -1.50967  0.408
H -0.23612 0.36634 -1.61752  0.609



[2]
ORCA calculation (ωB97M-V/def2-TZVPD) on C7H7NO4 in the gas phase in a non-equilibrium geometry.

Computed properties:
**HOMO-LUMO gap**: 0.326 Eh
**SMILES**: O=C(NO)c1ccc(O)cc1O
**Relative energy (zero: lowest compared OMol25 entry of this formula, charge and spin)**: 114.9 kcal/mol
**DFT total energy**: -626.44104 Eh
**Maximum force**: 18.802 eV/A
**Total charge**: 0

Last column: Mulliken charge in e.
Geometry (Å):
O 2.47385 0.32353 -1.80333  -0.622
C 1.90514 -0.23766 -0.84505  0.138
N 2.57703 -1.19262 -0.04103  -0.078
O 1.97403 -1.88568 0.87708  -0.389
C 0.59731 0.06249 -0.55472  0.007
C -0.50838 -0.02540 -1.49757  -1.384
C -1.76956 0.22814 -1.24373  -0.621
C -2.17431 0.69524 0.05535  0.667
O -3.44590 1.02563 0.43321  -0.448
C -1.12186 0.79099 1.02399  -0.825
C 0.20446 0.48540 0.71854  1.725
O 1.10665 0.72094 1.60954  -0.591
H 3.58389 -0.95321 0.24187  0.262
H 1.83198 -2.77055 0.70696  0.319
H -0.18435 -0.08478 -2.26557  1.009
H -2.57782 0.00105 -2.02407  0.194
H -3.87365 0.74052 -0.22634  0.238
H -1.41928 1.05862 2.16701  0.003
H 0.82077 1.01736 2.66785  0.394



[3]
ORCA calculation (ωB97M-V/def2-TZVPD) on C23H63BaN13O16 as an isolated structure in a non-equilibrium geometry.

Computed properties:
**HOMO-LUMO gap**: 0.068 Eh
**DFT total energy**: -2854.92810 Eh
**Maximum force**: 8.027 eV/A
**Total charge**: 0

Last column: Mulliken charge in e.
Geometry (Å):
Ba -6.90593 -0.72531 3.94341  0.656
C -1.29433 2.45895 -0.25059  -0.413
C -0.12629 1.88507 -0.78553  0.410
C 0.67129 0.78754 -0.12783  0.339
O 1.73420 0.24754 -0.57758  -0.619
C 0.19234 0.23629 1.04737  -0.371
C -1.03794 0.68921 1.63194  0.381
C -1.81666 1.87993 0.97329  0.542
O -2.86770 2.28663 1.46525  -0.647
O -1.57723 0.13490 2.56430  -0.627
O 0.12043 2.30450 -1.96694  -0.592
H -1.81835 3.28620 -0.70608  0.462
H 0.69645 -0.60334 1.50268  0.478
C -0.80285 8.86296 -6.67464  0.608
O 0.10852 8.33771 -7.30685  -0.663
N -1.45597 8.36420 -5.67546  -0.346
N -1.16845 10.09053 -6.94766  -0.443
H -1.13103 7.55013 -5.17368  0.240
H -2.12057 9.04553 -5.33751  0.158
H -0.74995 10.22752 -7.85661  0.249
H -2.03326 10.50561 -6.63159  0.198
C 6.52370 2.60963 3.54692  0.674
O 6.66467 2.85052 2.36600  -0.664
N 7.35274 2.96647 4.44050  -0.374
N 5.69823 1.79151 4.05621  -0.364
H 8.14091 3.55492 4.21109  0.210
H 7.26403 2.68692 5.40697  0.142
H 5.76738 1.46098 5.00809  0.157
H 4.91398 1.52362 3.47889  0.219
C 0.75944 -2.20993 8.68783  0.655
O 1.13892 -2.62210 9.79211  -0.658
N -0.40860 -1.76533 8.41085  -0.365
N 1.54632 -2.11531 7.62139  -0.392
H -1.23151 -1.97522 8.95753  0.221
H -0.68821 -1.35533 7.53119  0.165
H 1.17851 -1.92019 6.70121  0.165
H 2.53693 -2.22766 7.78319  0.210
C -3.41612 1.06015 -9.14764  0.704
O -2.66520 1.75972 -9.81187  -0.684
N -3.41312 0.93099 -7.87074  -0.351
N -4.30349 0.34804 -9.68838  -0.370
H -2.77247 1.38344 -7.23436  0.210
H -4.05963 0.19643 -7.62071  0.140
H -4.31028 0.09735 -10.66675  0.208
H -5.01374 -0.07392 -9.10733  0.144
C -4.05351 8.38983 4.48937  0.631
O -3.84045 9.31749 5.24709  -0.666
N -4.75308 7.36896 4.85296  -0.405
N -3.78150 8.35114 3.25241  -0.339
H -4.83882 6.58768 4.21865  0.164
H -4.87103 7.29545 5.85335  0.229
H -4.15419 7.49636 2.86440  0.153
H -3.07076 8.98018 2.90706  0.234
C -7.74655 6.89185 -8.21476  -1.371
C -8.28505 5.44050 -8.34348  0.592
C -9.40944 4.97671 -7.46848  -0.731
O -9.16054 5.13977 -6.11407  -0.363
C -7.98883 4.48136 -5.64908  -0.789
N -8.55055 5.30183 -9.74031  -0.759
H -8.54922 7.60408 -8.40595  0.341
H -6.94764 7.17331 -8.90078  0.401
H -7.37463 6.93412 -7.19105  0.269
H -7.42670 4.79739 -8.14921  0.264
H -9.45424 3.91944 -7.72976  0.389
H -10.35187 5.39617 -7.82059  0.398
H -8.00989 4.40548 -4.56192  0.294
H -7.13990 5.15637 -5.75755  0.258
H -7.64999 3.52584 -6.04941  0.318
H -8.86987 4.37744 -9.99261  0.231
H -7.71704 5.44508 -10.29245  0.255
C -0.33237 -10.06737 7.19865  -1.521
C -0.33596 -8.57184 7.09268  0.748
C -1.38867 -7.94955 6.13194  -0.720
O -1.33493 -8.41951 4.70816  -0.366
C -0.08693 -8.32026 4.01277  -0.651
N -0.62247 -8.09129 8.42560  -0.759
H -0.44538 -10.57412 6.24025  0.335
H -1.10765 -10.38957 7.89381  0.422
H 0.63414 -10.33721 7.62428  0.369
H 0.63985 -8.29672 6.69242  0.207
H -1.13904 -6.88860 6.14507  0.329
H -2.44445 -8.13084 6.33333  0.313
H 0.37720 -7.34502 4.15966  0.304
H -0.31649 -8.48306 2.95972  0.257
H 0.63609 -9.08032 4.30883  0.229
H -0.32832 -7.14601 8.62562  0.230
H 0.02797 -8.59518 9.01137  0.274
C 6.86498 -6.33065 3.97915  -1.366
C 6.78439 -7.52238 4.97804  0.635
C 7.03900 -8.86762 4.31856  -0.697
O 6.07602 -9.12026 3.21305  -0.287
C 6.15583 -10.40999 2.57293  -0.760
N 7.75608 -7.32153 6.08877  -0.614
H 6.03648 -6.35757 3.27137  0.326
H 7.76404 -6.13696 3.39412  0.289
H 6.74276 -5.40349 4.53910  0.379
H 5.80976 -7.45073 5.46082  0.137
H 7.02079 -9.55708 5.16260  0.352
H 8.06352 -8.95787 3.95758  0.342
H 7.18636 -10.68447 2.34763  0.299
H 5.58220 -10.57701 1.66125  0.274
H 5.78125 -11.24112 3.17044  0.304
H 8.75817 -7.42333 6.01427  0.179
H 7.53077 -6.52074 6.66155  0.207
O 8.60575 2.61457 -2.85110  -0.635
H 9.53527 2.74530 -2.66366  0.309
H 8.20267 2.49122 -1.99172  0.325
O 4.74977 5.30222 -4.96203  -0.624
H 5.16351 5.76574 -4.23388  0.311
H 3.84040 5.18595 -4.68678  0.313
O 5.03556 0.47935 -5.67463  -0.625
H 4.37610 -0.20772 -5.77099  0.312
H 5.26552 0.46266 -4.74562  0.314
O 2.33685 3.30591 -9.15822  -0.637
H 1.95345 2.84187 -9.90246  0.318
H 1.72528 4.02036 -8.97998  0.319



Highest occupied orbital energy list, top to bottom, in eV: -8.60, -8.49, -6.15
LUMO list, top to bottom, in eV: 0.584, 0.384, -4.293